1.
The following is a quantum chemistry calculation of a 12-piece molecular cluster, C17H60N20O12 overall in a non-equilibrium geometry, from the Open Molecules 2025 dataset.

Values from the calculation:
2S+1: 1
Structure (SMILES): COC[C@H](C)N.COC[C@H](C)N.NC(N)=O.NC(N)=O.NC(N)=O.NC(N)=O.NC(N)=O.NC(N)=O.NC(N)=O.NC(N)=O.NC(N)=O.O
Lowest unoccupied orbital energy: -0.086 eV
Total energy: -2682.0896 Eh
Gap between HOMO and LUMO: 8.4 eV

CARTESIAN COORDINATES (ANGSTROEM)
C 1.3421 2.9016 1.3124
C 2.6343 3.6667 1.0948
C 3.2638 4.3216 2.3041
O 2.3007 4.9844 3.0951
C 2.9176 5.6038 4.2073
N 3.6164 2.7663 0.4059
H 0.9531 2.6748 0.3207
H 0.6412 3.5827 1.8044
H 1.3376 2.0210 1.9566
H 2.3086 4.4801 0.4373
H 3.9387 5.1116 1.9481
H 3.8381 3.5610 2.8478
H 3.4710 4.8658 4.7946
H 2.1724 6.0914 4.8312
H 3.6373 6.3746 3.9119
H 3.1883 2.6917 -0.5180
H 4.3981 3.3904 0.1940
C 2.0951 -5.4961 -0.1547
C 0.9775 -4.7257 0.5380
C 0.5941 -5.3182 1.9086
O -0.3814 -4.5155 2.5263
C -0.9953 -5.0249 3.7065
N 1.4208 -3.3422 0.7450
H 3.0147 -5.5460 0.4301
H 2.4173 -4.9681 -1.0521
H 1.7076 -6.4918 -0.3829
H 0.0881 -4.6780 -0.1017
H 1.5051 -5.3457 2.5165
H 0.1992 -6.3161 1.6928
H -1.9136 -4.4702 3.8799
H -0.3094 -4.8416 4.5391
H -1.1981 -6.0976 3.7097
H 1.0928 -2.7640 -0.0280
H 0.8714 -2.8817 1.4708
O -2.8504 0.9028 -4.0883
H -2.0476 0.4477 -4.3843
H -2.8472 1.7409 -4.5642
C -0.4613 -0.5922 -1.0733
O -0.0322 -1.7455 -1.2388
N -0.6350 0.0227 0.1185
N -0.6343 0.2663 -2.1178
H -0.8057 1.0066 0.0900
H -0.3745 -0.4847 0.9537
H -0.6597 -0.1107 -3.0591
H -1.0369 1.1659 -1.9227
C 1.3814 4.1746 -1.7594
O 1.1530 5.0116 -0.8867
N 0.6927 3.0128 -1.9727
N 2.4388 4.3071 -2.6193
H 1.1019 2.4102 -2.6630
H -0.0843 2.8185 -1.3517
H 3.0728 5.0721 -2.4898
H 2.7648 3.4613 -3.0836
C -3.3864 -1.4612 2.0568
O -4.5616 -1.3790 1.7266
N -2.6265 -2.5975 1.9085
N -2.6219 -0.4420 2.5024
H -1.6398 -2.5694 2.0973
H -3.0185 -3.4358 1.5247
H -2.8575 0.5183 2.3374
H -1.6836 -0.6059 2.8146
C -2.7965 2.6835 -0.2701
O -1.5603 2.7791 -0.2096
N -3.5554 2.3206 0.7967
N -3.3815 2.6250 -1.4797
H -3.1249 2.3886 1.7016
H -4.5528 2.4031 0.6991
H -4.3655 2.6260 -1.6859
H -2.8006 3.0077 -2.2087
C -2.2127 -2.2237 -4.1756
O -1.2764 -1.4029 -4.2549
N -2.9926 -2.6172 -5.2182
N -2.3161 -2.9503 -3.0513
H -3.7321 -3.2342 -4.9356
H -2.9676 -2.1859 -6.1195
H -2.9216 -3.7496 -3.0903
H -1.6236 -2.8119 -2.3241
C -5.2675 -1.1087 -2.2220
O -6.3426 -1.5420 -1.7983
N -4.2345 -0.8346 -1.3672
N -5.0527 -0.8123 -3.5300
H -3.4193 -0.5278 -1.8672
H -4.3596 -0.9109 -0.3754
H -5.8797 -0.7970 -4.0970
H -4.2132 -0.2853 -3.7495
C 2.1178 1.0167 -4.6897
O 2.8238 1.7886 -4.0208
N 1.9393 -0.2774 -4.3399
N 1.2589 1.4649 -5.6436
H 2.4586 -0.6487 -3.5635
H 1.3032 -0.8696 -4.8416
H 1.3950 2.3890 -6.0113
H 0.7290 0.7555 -6.1130
C 0.4253 -1.0071 3.7045
O 0.4728 -0.7559 2.4796
N 0.6462 -2.2327 4.2117
N 0.2646 -0.0108 4.5900
H 0.9122 -2.9059 3.5080
H 0.8575 -2.2682 5.1906
H 0.2158 -0.1819 5.5788
H -0.0887 0.8789 4.2874
C 4.0381 -0.1293 2.8296
O 3.9775 -1.1967 3.4434
N 4.8791 0.8867 3.2198
N 3.2610 0.1586 1.7563
H 4.8632 1.6364 2.5467
H 5.5439 0.8158 3.9597
H 2.5026 -0.4648 1.5444
H 3.2674 1.1369 1.4576

***

2.
The following is a quantum chemistry calculation of a 2-piece molecular cluster, C3H6NO3 overall in a non-equilibrium geometry, from the Open Molecules 2025 dataset.

Values from the calculation:
2S+1: 1
Lowest unoccupied orbital energy: -3.225 eV
Charge: +1
Total energy: -398.1012 Eh
Gap between HOMO and LUMO: 13.0 eV

CARTESIAN COORDINATES (ANGSTROEM)
C 0.9902 3.1427 1.4141
C -0.4831 -0.7036 -0.1676
C 0.4037 0.4858 -0.5467
N 0.5619 -0.1955 0.7820
O 0.3666 2.2695 1.8352
O 1.7306 3.9044 1.0871
O 1.5180 0.4072 -1.3075
H -1.3981 -0.4413 0.1625
H -0.2824 -1.6267 -0.7262
H -0.0487 1.4866 -0.5010
H 0.3422 0.3173 1.5381
H 1.4273 -0.6967 1.0311
H 1.1981 0.3113 -2.2604

***

3.
The following is a quantum chemistry calculation of C3H2CrO2 as an isolated structure in a non-equilibrium geometry, from the Open Molecules 2025 dataset.

Values from the calculation:
2S+1: 5
Lowest unoccupied orbital energy (spin up / spin down): -1.924 / -1.791 eV
Total energy: -1310.2144 Eh
Gap between HOMO and LUMO (spin up / spin down): 4.8 / 3.9 eV

CARTESIAN COORDINATES (ANGSTROEM)
O 1.8133 -0.6416 -0.0974
C 0.5297 -0.9600 -0.0220
C -0.4999 -0.0180 0.0403
C -1.8735 -0.2341 0.4349
O -2.7635 0.5269 0.0161
Cr 1.4525 1.1671 0.2938
H 0.3247 -1.9380 0.4399
H -0.1832 0.3382 -1.0792

***

4.
The following is a quantum chemistry calculation of an isolated ion of composition C5H13N2 and charge +1 in a non-equilibrium geometry, from the Open Molecules 2025 dataset.

Values from the calculation:
2S+1: 1
Structure (SMILES): C/C=C(/C)[C@@H](N)[NH3+]
Lowest unoccupied orbital energy: -3.256 eV
Charge: +1
Total energy: -307.5048 Eh
Gap between HOMO and LUMO: 10.1 eV

CARTESIAN COORDINATES (ANGSTROEM)
C 1.5898 0.3963 0.4655
C 0.4721 0.2160 -0.2586
C 1.9808 -0.0860 1.9349
C 0.1939 0.9880 -1.4534
C -0.8353 -0.5141 0.2458
N -1.9009 0.4538 0.4138
N -1.3294 -1.5117 -0.9078
H 2.3127 0.8303 -0.2214
H 2.6065 -1.0160 1.7581
H 2.5683 0.7814 2.3633
H 1.0177 -0.0630 2.5119
H 1.1036 1.2512 -1.9264
H -0.2075 2.0459 -1.3340
H -0.4620 0.5507 -2.2213
H -0.6416 -1.2378 1.0759
H -1.5790 1.3650 0.2367
H -2.7268 0.4916 0.9326
H -0.7523 -1.1242 -1.8064
H -2.2575 -1.3613 -1.0826
H -1.1531 -2.4560 -0.7265

***

5.
The following is a quantum chemistry calculation of a 6-piece molecular cluster, C46H72N4O11 overall in a non-equilibrium geometry, from the Open Molecules 2025 dataset.

Values from the calculation:
2S+1: 1
Structure (SMILES): CC(C)=N[C@@](C#N)(CCCO)[C@@H](C#N)CCCCCCCCCCCCn1cccc1.O=C1CCCO1.O=C1CCCO1.O=C1CCCO1.O=C1CCCO1.O=C1CCCO1
Lowest unoccupied orbital energy: 0.298 eV
Total energy: -2842.5994 Eh
Gap between HOMO and LUMO: 7.9 eV

CARTESIAN COORDINATES (ANGSTROEM)
C 2.9777 0.5325 1.2685
C 3.8179 0.7733 0.0512
C 5.2117 0.1823 0.1316
N 3.3267 1.3975 -0.9581
C 3.9308 2.6638 -1.4281
C 4.5240 3.3304 -0.2678
N 4.9484 3.8983 0.6267
C 5.0989 2.4272 -2.4515
C 4.7303 1.5335 -3.6377
C 4.7776 0.0247 -3.3758
O 4.6953 -0.6544 -4.6246
C 2.8212 3.4919 -2.1708
C 1.7376 2.5772 -2.5509
N 0.8108 1.9325 -2.6996
C 2.2753 4.7403 -1.4398
C 0.8082 4.6746 -0.9589
C -0.2173 5.1075 -2.0096
C -1.5652 5.5458 -1.4169
C -2.5158 4.3451 -1.2166
C -3.9879 4.8373 -1.1446
C -4.8899 4.2300 -2.2408
C -5.9936 3.3541 -1.6636
C -5.4554 2.0231 -1.1048
C -6.4010 1.5127 -0.0054
C -5.9169 0.1571 0.5412
C -6.3196 -1.0259 -0.3591
N -5.2172 -1.5728 -1.1480
C -4.0812 -2.1515 -0.6598
C -3.3288 -2.5581 -1.7487
C -4.0448 -2.2124 -2.9216
C -5.2169 -1.5968 -2.5100
H 1.9309 0.7432 1.0854
H 3.4070 1.1893 2.0315
H 3.1500 -0.4882 1.6123
H 5.9895 0.9452 0.1929
H 5.3664 -0.5059 -0.6938
H 5.3016 -0.3982 1.0494
H 6.0179 2.1141 -1.9591
H 5.3066 3.4193 -2.8682
H 5.5124 1.6974 -4.3848
H 3.7969 1.8124 -4.1251
H 5.7706 -0.1935 -2.9674
H 3.9640 -0.3048 -2.7393
H 5.5235 -0.4842 -5.0820
H 3.2368 3.8096 -3.1262
H 2.2876 5.5641 -2.1535
H 2.8724 5.0663 -0.5915
H 0.7470 5.4277 -0.1659
H 0.5677 3.7206 -0.4888
H -0.3899 4.2776 -2.6954
H 0.2091 5.9099 -2.6176
H -1.4313 6.1114 -0.4942
H -2.0324 6.1909 -2.1635
H -2.4013 3.6613 -2.0532
H -2.2387 3.8689 -0.2741
H -4.0323 5.9239 -1.1925
H -4.3677 4.5686 -0.1576
H -4.3077 3.6523 -2.9608
H -5.3312 5.0566 -2.8031
H -6.7206 3.0996 -2.4397
H -6.5376 3.8641 -0.8671
H -4.4690 2.1294 -0.6511
H -5.4637 1.2714 -1.8945
H -7.3867 1.3408 -0.4470
H -6.5037 2.2276 0.8107
H -6.4471 0.0178 1.4875
H -4.8538 0.1861 0.7797
H -7.0591 -0.6681 -1.0678
H -6.7573 -1.8125 0.2501
H -3.8479 -2.2519 0.3845
H -2.3806 -3.0689 -1.7275
H -3.7478 -2.4097 -3.9376
H -6.0026 -1.2272 -3.1434
O 6.9748 -2.0891 -4.6177
C 6.9801 -3.1909 -4.1565
O 8.1064 -3.8056 -3.7211
C 7.8081 -5.1557 -3.3243
C 6.3157 -5.1629 -3.0227
C 5.7899 -4.1163 -4.0030
H 8.0691 -5.8235 -4.1481
H 8.4127 -5.4145 -2.4584
H 5.8598 -6.1448 -3.1327
H 6.1436 -4.8259 -1.9993
H 5.5545 -4.5465 -4.9771
H 4.9311 -3.5750 -3.6167
O 2.2473 -2.6188 4.5488
C 2.3994 -1.5616 5.0829
O 2.5379 -0.3991 4.3946
C 2.8133 0.6804 5.3055
C 2.2895 0.2082 6.6551
C 2.5102 -1.3007 6.5718
H 3.8911 0.8578 5.3162
H 2.3125 1.5800 4.9543
H 2.7853 0.6850 7.4983
H 1.2216 0.4181 6.7312
H 3.5087 -1.5886 6.9038
H 1.7591 -1.8648 7.1166
O -7.9056 -3.0615 -1.8180
C -8.0067 -4.0849 -2.4270
O -9.1774 -4.7590 -2.5474
C -8.9613 -6.0010 -3.2385
C -7.6745 -5.8012 -4.0272
C -6.8965 -4.8434 -3.1268
H -8.8746 -6.7984 -2.4970
H -9.8174 -6.2073 -3.8766
H -7.1537 -6.7324 -4.2419
H -7.8951 -5.3132 -4.9777
H -6.3070 -5.3708 -2.3757
H -6.2615 -4.1640 -3.6874
O -4.0231 4.7277 2.4505
C -2.8662 4.9196 2.6757
O -2.2070 6.0292 2.2583
C -0.8104 5.9253 2.5821
C -0.7368 4.9195 3.7223
C -1.9077 3.9935 3.4018
H -0.2745 5.5844 1.6943
H -0.4357 6.9068 2.8636
H 0.2255 4.4149 3.7879
H -0.9172 5.4235 4.6731
H -1.6206 3.1879 2.7240
H -2.3709 3.5850 4.2952
O 1.8888 -4.7744 7.1842
C 2.7512 -5.4935 6.7766
O 3.6697 -6.0713 7.5950
C 4.6413 -6.7898 6.8189
C 3.9567 -7.0830 5.4916
C 3.0370 -5.8732 5.3341
H 5.5244 -6.1577 6.6995
H 4.9265 -7.6933 7.3528
H 4.6566 -7.2196 4.6694
H 3.3577 -7.9910 5.5761
H 3.5368 -5.0357 4.8468
H 2.1190 -6.1181 4.8091

***

6.
The following is a quantum chemistry calculation of a 2-piece molecular cluster, C29H32N3O6S overall in a non-equilibrium geometry, from the Open Molecules 2025 dataset.

Values from the calculation:
2S+1: 1
Lowest unoccupied orbital energy: 2.020 eV
Charge: -1
Total energy: -2138.2215 Eh
Gap between HOMO and LUMO: 6.1 eV

CARTESIAN COORDINATES (ANGSTROEM)
C 3.2986 -3.9523 -0.0190
N 3.1770 -2.5603 0.3518
C 4.3103 -2.0253 0.9784
O 5.3456 -2.6725 1.0938
N 4.1763 -0.7219 1.4799
C 5.3454 -0.1322 2.0968
C 3.0552 0.1006 1.2810
O 3.0364 1.2343 1.7916
C 1.9235 -0.4411 0.5247
C 0.7974 0.3660 0.3545
C -0.5094 -0.0052 0.8334
C -0.7308 -1.1717 1.6022
C -1.9893 -1.5823 1.9964
C -3.1174 -0.7947 1.6341
N -4.3760 -1.3153 1.7296
C -4.6441 -2.5429 2.4553
C -3.5054 -3.5410 2.3493
C -2.1713 -2.8844 2.7061
C -5.5640 -0.5210 1.4844
C -5.3250 0.6088 0.5044
C -4.0771 1.4039 0.8933
C -2.9039 0.5065 1.0880
C -1.6323 0.8540 0.6603
C 1.9576 -1.8748 0.1486
O 1.0003 -2.4864 -0.3259
H 2.3595 -4.2562 -0.4724
H 4.1321 -4.0673 -0.7190
H 3.5191 -4.5536 0.8718
H 5.0185 0.5111 2.9159
H 5.9840 -0.9436 2.4334
H 5.8829 0.4711 1.3538
H 0.9100 1.4191 0.0837
H 0.1437 -1.7369 1.9103
H -4.8429 -2.3004 3.5176
H -5.5753 -2.9642 2.0507
H -3.7229 -4.3749 3.0197
H -3.4668 -3.9439 1.3280
H -1.3567 -3.5656 2.4393
H -2.1275 -2.7428 3.7989
H -6.3409 -1.1990 1.1091
H -5.9331 -0.1146 2.4430
H -5.2199 0.2088 -0.5145
H -6.2079 1.2549 0.4987
H -3.8472 2.1392 0.1177
H -4.2951 1.9631 1.8164
H -1.4642 1.8486 0.2396
C -3.4627 2.1937 -3.3122
C -2.6356 1.1094 -2.6728
O -1.2487 1.5419 -2.8622
C -0.3271 0.6273 -2.4473
C 0.9614 1.2781 -2.1503
S 2.3925 0.3977 -2.2124
C 3.4306 1.8991 -2.0298
C 3.3855 2.6422 -0.8532
C 4.1648 3.7930 -0.7095
C 4.9495 4.2259 -1.7719
C 4.9376 3.5247 -2.9778
C 4.1848 2.3538 -3.1158
O 2.7225 -0.2075 -3.5236
O -0.5915 -0.5470 -2.2650
H -4.5260 2.0928 -3.0906
H -3.1238 3.1803 -2.9781
H -3.3385 2.1304 -4.3971
H -2.8079 1.0303 -1.5891
H -2.7847 0.1265 -3.1374
H 1.1026 2.2908 -2.5507
H 2.7879 2.3014 -0.0150
H 4.1334 4.3177 0.2472
H 5.5586 5.1277 -1.6609
H 5.5236 3.8882 -3.8235
H 4.1843 1.7800 -4.0357

***

7.
The following is a quantum chemistry calculation of C4H11N5O as an isolated structure in a non-equilibrium geometry, from the Open Molecules 2025 dataset.

Values from the calculation:
2S+1: 1
Lowest unoccupied orbital energy (spin up / spin down): -9.522 / -9.523 eV
Charge: +2
Total energy: -507.2197 Eh
Gap between HOMO and LUMO (spin up / spin down): 8.3 / 8.3 eV

CARTESIAN COORDINATES (ANGSTROEM)
C 1.6734 0.5599 0.1588
C -0.5787 0.9253 -0.1687
C -1.1144 -1.2380 -1.1560
C -0.8325 -1.0702 1.1546
N 1.3338 -0.6421 -0.3016
N 2.8917 1.0058 0.4716
N -1.7908 1.4545 -0.1449
N -0.5421 -0.4844 -0.0874
N 0.5992 1.5250 -0.0556
O 1.7233 -1.8280 -0.2140
H -2.2365 -1.2796 -0.9598
H -0.7822 -0.9432 -2.1528
H -0.8347 -2.2415 -0.9351
H -1.8036 -1.2791 1.3028
H -0.4596 -2.1362 1.3361
H -0.4007 -0.4575 1.9381
H 3.6927 0.4993 0.3385
H 3.0986 1.9617 0.0960
H -2.5217 0.7091 -0.0935
H -2.0929 2.4871 -0.2146
H 0.9779 2.4722 -0.3125

***

8.
The following is a quantum chemistry calculation of a 10-piece molecular cluster, H19O10 overall in a non-equilibrium geometry, from the Open Molecules 2025 dataset.

Values from the calculation:
2S+1: 1
Lowest unoccupied orbital energy: 2.944 eV
Charge: -1
Total energy: -763.8493 Eh
Gap between HOMO and LUMO: 9.6 eV

CARTESIAN COORDINATES (ANGSTROEM)
O 0.0575 -0.6761 0.0566
H -0.0706 0.3087 0.1220
O -1.3071 -2.3867 -1.5310
H -1.3163 -3.2449 -1.0055
H -0.6620 -1.8233 -1.0180
O 1.1046 -0.6582 -2.3486
H 0.7173 -0.6982 -1.4551
H 0.5907 -0.0175 -2.8348
O -0.6042 -0.9933 2.6322
H -0.3297 -1.0291 1.7697
H -1.4993 -1.2961 2.6693
O -2.5312 0.1152 0.0271
H -2.6802 0.9434 -0.3842
H -1.6427 -0.1483 -0.1511
O 1.8081 -2.8762 -0.0244
H 1.2685 -2.0781 -0.0230
H 1.7652 -3.1406 -0.9357
O -0.2907 2.6919 -0.1623
H 0.4514 2.1251 -0.3132
H -0.5599 2.8720 -1.0368
O 2.1626 -0.2837 1.6257
H 1.4054 -0.3128 1.0129
H 1.7541 0.1769 2.3980
O -2.1163 2.4883 1.9189
H -2.2416 3.4481 1.8103
H -1.6473 2.2276 1.1380
O 1.8421 1.5810 -1.1812
H 1.8865 0.6587 -1.4479
H 2.6852 2.0264 -1.3277